[1]
Entry from OMol25: a structure of composition C42H35AsFN2O5PSSe3TeTi (ωB97M-V/def2-TZVPD).

Gap between HOMO and LUMO (alpha / beta)   3.6 / 5.4 eV
Total charge   -2
ΔE to the lowest compared entry with this formula, charge and spin   0.0 kJ/mol
<S²>   2.02
Lowest unoccupied orbital energy (alpha / beta)   3.37 / 3.37 eV
Spin multiplicity   3

Last column: Löwdin spin population.
Cartesian coordinates (Å):
Ti (3.8288, 1.6636, -0.2240)  0.889
Se (5.7413, 3.0845, 0.8945)  0.001
Se (5.8788, 4.0673, -1.1980)  -0.001
Te (6.0561, 2.0929, -2.7414)  0.002
Se (3.6512, 1.4767, -2.9507)  -0.010
F (2.5643, -3.2714, 4.3840)  0.005
C (2.8379, -2.0769, 3.7881)  0.128
C (4.0283, -1.9798, 3.0659)  0.346
N (4.3099, -0.7998, 2.3636)  0.059
C (5.5849, -0.6548, 1.6666)  0.004
C (5.4736, -0.8775, 0.1345)  0.008
O (5.9410, -1.9027, -0.3428)  0.020
O (4.8855, 0.0726, -0.4862)  0.016
C (3.4385, 0.2136, 2.3627)  0.028
O (3.5667, 1.2442, 1.6415)  0.008
N (2.3977, 0.1565, 3.2440)  0.082
C (1.9385, -1.0227, 3.9465)  0.149
O (0.8591, -0.9560, 4.5595)  0.133
H (4.7088, -2.8065, 2.9549)  0.034
H (6.2726, -1.3893, 2.0743)  0.003
H (5.9691, 0.3527, 1.8356)  0.000
H (1.7607, 0.9352, 3.1998)  0.005
C (0.1969, -1.1187, 1.2229)  0.004
C (-1.1443, -1.6100, 0.6700)  0.000
As (-1.1616, -3.4968, 0.0833)  0.000
C (-2.7192, -3.4260, -1.1167)  0.000
C (-3.1062, -4.6352, -1.6975)  0.000
C (-4.1821, -4.7071, -2.5659)  0.000
C (-4.8940, -3.5571, -2.8843)  0.000
C (-4.5172, -2.3462, -2.3242)  0.000
C (-3.4411, -2.2830, -1.4484)  0.000
C (-2.1368, -4.2128, 1.6426)  0.000
C (-3.4159, -3.7998, 2.0063)  0.000
C (-4.0288, -4.3067, 3.1410)  0.000
C (-3.3695, -5.2389, 3.9320)  0.000
C (-2.0978, -5.6638, 3.5778)  0.000
C (-1.4909, -5.1549, 2.4384)  0.000
P (1.3940, -0.3188, 0.0074)  0.003
C (0.1970, 0.7260, -0.9123)  0.000
C (0.2909, 0.9108, -2.2889)  0.000
C (-0.5844, 1.7584, -2.9522)  0.000
C (-1.5678, 2.4329, -2.2490)  0.000
C (-1.6512, 2.2835, -0.8719)  0.000
C (-0.7690, 1.4477, -0.2094)  0.000
C (1.6581, -1.7722, -1.0883)  0.001
C (2.6703, -2.6279, -0.6547)  0.001
C (2.9958, -3.7659, -1.3728)  0.000
C (2.3156, -4.0612, -2.5458)  0.000
C (1.2930, -3.2301, -2.9747)  0.000
C (0.9574, -2.0976, -2.2469)  0.000
H (0.7424, -1.9353, 1.7030)  0.001
H (0.0213, -0.3846, 2.0109)  0.001
H (-1.4427, -0.9876, -0.1692)  0.000
H (-1.9101, -1.5219, 1.4430)  0.000
H (-2.5438, -5.5318, -1.4560)  0.000
H (-4.4651, -5.6565, -3.0047)  0.000
H (-5.7322, -3.6054, -3.5687)  0.000
H (-5.0611, -1.4430, -2.5729)  0.000
H (-3.1731, -1.3192, -1.0344)  0.000
H (-3.9402, -3.0736, 1.3936)  0.000
H (-5.0213, -3.9703, 3.4169)  0.000
H (-3.8442, -5.6278, 4.8246)  0.000
H (-1.5760, -6.3848, 4.1950)  0.000
H (-0.4935, -5.4789, 2.1613)  0.000
H (1.0619, 0.4048, -2.8516)  0.000
H (-0.4722, 1.8968, -4.0208)  0.000
H (-2.2458, 3.1019, -2.7656)  0.000
H (-2.3908, 2.8439, -0.3109)  0.000
H (-0.8348, 1.3547, 0.8691)  0.000
H (3.2176, -2.3930, 0.2533)  0.003
H (3.7996, -4.4044, -1.0297)  0.000
H (2.5881, -4.9317, -3.1306)  0.000
H (0.7513, -3.4557, -3.8862)  0.000
H (0.1479, -1.4686, -2.5934)  0.000
C (-4.5366, 6.8602, -1.1635)  0.000
C (-3.7778, 7.5077, -0.0425)  0.001
O (-4.0225, 7.3767, 1.1182)  0.001
S (-2.3805, 8.5434, -0.6215)  0.003
C (-1.1376, 7.2601, -0.5223)  0.014
C (-0.5445, 6.7961, -1.6928)  -0.001
C (0.3987, 5.7872, -1.6371)  0.012
C (0.7565, 5.2010, -0.4152)  0.005
C (0.1583, 5.6958, 0.7551)  0.012
C (-0.7737, 6.7162, 0.7053)  -0.001
C (1.6870, 4.1316, -0.3514)  0.034
C (2.4853, 3.2062, -0.2901)  -0.008
H (-5.3642, 6.2671, -0.7733)  0.000
H (-3.8601, 6.2222, -1.7331)  0.000
H (-4.9123, 7.6338, -1.8334)  0.000
H (-0.8225, 7.2367, -2.6427)  0.000
H (0.8671, 5.4272, -2.5433)  0.001
H (0.4429, 5.2619, 1.7044)  0.001
H (-1.2312, 7.0899, 1.6123)  0.000

=====

[2]
Entry from OMol25: a cluster of 2 separate species, C3H11N3 in total (ωB97M-V/def2-TZVPD).

Gap between HOMO and LUMO   11.9 eV
Total charge   +2
ΔE to the lowest compared entry with this formula, charge and spin   540.3 kJ/mol
Lowest unoccupied orbital energy   -9.49 eV

Last column: Löwdin charge in e.
Cartesian coordinates (Å):
C (1.2598, 0.7736, -0.7771)  0.017
C (0.6040, -1.4417, -0.0862)  0.054
C (-1.9738, 0.3500, -0.1931)  0.002
N (1.5716, 0.7477, 0.6108)  0.165
N (0.4995, -0.0563, 0.1097)  -0.244
N (-0.8267, 0.4317, 0.7268)  0.080
H (0.8613, 1.7153, -1.0417)  0.146
H (1.8578, 0.3055, -1.4732)  0.138
H (1.6821, -1.6121, -0.5178)  0.196
H (0.5385, -2.0254, 0.8015)  0.126
H (-0.2270, -1.7491, -0.5715)  0.075
H (-1.9351, 0.9890, -1.1345)  0.144
H (-1.9446, -0.6663, -0.6345)  0.113
H (-2.9378, 0.5687, 0.3404)  0.150
H (2.4004, 0.2534, 1.0394)  0.205
H (-1.0692, -0.2275, 1.5215)  0.209
H (-0.3608, 1.6435, 1.2796)  0.424

=====

[3]
Entry from OMol25: a structure of composition C46H58CaClNO3PSi (ωB97M-V/def2-TZVPD).

Gap between HOMO and LUMO   7.1 eV
Total charge   -1
ΔE to the lowest compared entry with this formula, charge and spin   37.4 kJ/mol
Lowest unoccupied orbital energy   2.48 eV

Last column: Löwdin charge in e.
Cartesian coordinates (Å):
Ca (0.2300, -0.2924, 0.2945)  1.312
C (-0.1740, 2.4461, 3.3641)  -0.040
C (-1.2185, 2.5491, 2.2824)  -0.266
C (-0.9179, 3.1287, 1.0582)  -0.021
C (-1.8595, 3.1772, 0.0322)  -0.255
C (-1.4761, 3.7382, -1.3087)  -0.038
C (-3.1366, 2.6922, 0.2778)  -0.021
C (-3.4829, 2.1508, 1.5135)  -0.271
C (-4.8843, 1.6717, 1.7801)  -0.060
C (-2.5068, 2.0605, 2.4948)  -0.020
H (-0.4824, 2.9806, 4.2655)  0.077
H (0.7807, 2.8559, 3.0328)  0.068
H (-0.0002, 1.4055, 3.6493)  0.081
H (0.0695, 3.5341, 0.8865)  0.089
H (-0.5901, 3.2255, -1.6868)  0.069
H (-1.2285, 4.8003, -1.2423)  0.079
H (-2.2842, 3.6174, -2.0317)  0.072
H (-3.8819, 2.7348, -0.5108)  0.111
H (-5.2991, 2.1511, 2.6695)  0.077
H (-4.9076, 0.5948, 1.9443)  0.052
H (-5.5420, 1.8929, 0.9388)  0.075
H (-2.7531, 1.6054, 3.4500)  0.121
Cl (5.3185, -5.5327, 2.2571)  0.605
C (4.0891, -4.2964, 2.1113)  -0.680
C (3.3642, -3.9054, 3.2516)  -0.108
C (2.4059, -2.9363, 3.1710)  -0.006
C (2.0992, -2.2732, 1.9410)  -0.384
O (1.2217, -1.3524, 1.9071)  -0.223
C (2.8323, -2.7147, 0.7920)  -0.130
C (2.5788, -2.2476, -0.5461)  -0.197
O (1.7300, -1.4381, -0.9163)  -0.137
C (3.8217, -3.7150, 0.9094)  -0.078
H (3.5755, -4.3872, 4.1984)  0.100
H (1.8425, -2.6338, 4.0441)  0.113
H (3.2329, -2.6951, -1.3144)  0.130
H (4.3654, -4.0226, 0.0236)  0.109
O (1.3391, 1.5207, -0.3777)  -0.483
Si (2.6213, 2.4589, -0.3750)  0.416
C (3.7806, 2.0199, -1.8054)  -0.212
C (4.9227, 2.7672, -2.1088)  -0.098
C (5.7686, 2.4100, -3.1495)  -0.104
C (5.4840, 1.2894, -3.9204)  -0.113
C (4.3501, 0.5391, -3.6453)  -0.096
C (3.5089, 0.9040, -2.5989)  -0.085
C (2.2524, 4.3066, -0.6123)  -0.224
C (2.1541, 5.2229, 0.4369)  -0.110
C (1.8103, 6.5519, 0.2146)  -0.095
C (1.5638, 6.9988, -1.0753)  -0.108
C (1.6632, 6.1095, -2.1381)  -0.100
C (2.0042, 4.7855, -1.9036)  -0.103
C (3.6322, 2.3280, 1.2187)  -0.207
C (3.4085, 1.2596, 2.0904)  -0.082
C (4.1662, 1.0866, 3.2432)  -0.083
C (5.1728, 1.9893, 3.5524)  -0.106
C (5.4152, 3.0619, 2.7029)  -0.102
C (4.6528, 3.2243, 1.5544)  -0.109
H (5.1560, 3.6536, -1.5271)  0.095
H (6.6484, 3.0057, -3.3633)  0.093
H (6.1413, 1.0074, -4.7344)  0.091
H (4.1161, -0.3306, -4.2483)  0.095
H (2.6212, 0.3197, -2.3924)  0.079
H (2.3378, 4.8926, 1.4540)  0.098
H (1.7337, 7.2371, 1.0505)  0.095
H (1.2981, 8.0339, -1.2527)  0.092
H (1.4720, 6.4490, -3.1493)  0.096
H (2.0790, 4.1052, -2.7459)  0.106
H (2.6298, 0.5372, 1.8746)  0.072
H (3.9672, 0.2434, 3.8939)  0.098
H (5.7662, 1.8600, 4.4497)  0.093
H (6.1987, 3.7730, 2.9372)  0.093
H (4.8576, 4.0741, 0.9110)  0.093
C (-4.2396, -2.3623, 1.7334)  -0.119
C (-4.3351, -2.4156, 0.1983)  -0.590
C (-5.0027, -1.0977, -0.2302)  -0.110
C (-5.2431, -3.5849, -0.1895)  -0.091
P (-2.5500, -2.3922, -0.4624)  0.760
N (-1.7128, -1.3314, 0.2735)  -0.439
C (-2.6752, -2.0804, -2.3470)  -0.589
C (-1.3344, -2.4424, -3.0041)  -0.099
C (-2.8562, -0.5653, -2.5666)  -0.106
C (-3.7802, -2.8154, -3.1147)  -0.095
C (-1.8957, -4.1554, -0.2212)  -0.590
C (-2.4607, -5.2516, -1.1279)  -0.089
C (-2.1774, -4.5504, 1.2380)  -0.106
C (-0.3633, -4.1227, -0.3521)  -0.096
H (-5.2038, -2.0340, 2.1351)  0.076
H (-3.4612, -1.6603, 2.0382)  0.063
H (-4.0176, -3.3332, 2.1759)  0.047
H (-5.8990, -0.9426, 0.3790)  0.077
H (-5.3194, -1.1037, -1.2724)  0.059
H (-4.3354, -0.2493, -0.0694)  0.058
H (-6.2553, -3.3884, 0.1835)  0.083
H (-4.9155, -4.5228, 0.2604)  0.057
H (-5.3179, -3.7356, -1.2669)  0.055
H (-0.4859, -1.9707, -2.5076)  0.068
H (-1.3518, -2.0826, -4.0377)  0.079
H (-1.1571, -3.5159, -3.0397)  0.056
H (-2.3158, 0.0123, -1.8152)  0.052
H (-3.9013, -0.2623, -2.5246)  0.059
H (-2.4759, -0.2951, -3.5559)  0.077
H (-3.7224, -3.8999, -3.0159)  0.059
H (-3.6793, -2.5817, -4.1812)  0.083
H (-4.7786, -2.5013, -2.8141)  0.056
H (-3.5471, -5.3300, -1.0714)  0.056
H (-2.0475, -6.2154, -0.8079)  0.084
H (-2.1855, -5.1207, -2.1736)  0.057
H (-3.2269, -4.7937, 1.4080)  0.051
H (-1.8814, -3.7577, 1.9265)  0.083
H (-1.5910, -5.4431, 1.4748)  0.080
H (-0.0215, -4.1122, -1.3849)  0.066
H (0.0604, -5.0106, 0.1276)  0.085
H (0.0343, -3.2467, 0.1573)  0.041

=====

[4]
Entry from OMol25: a cluster of 2 separate species, C2H6N3S2 in total (ωB97M-V/def2-TZVPD).

Gap between HOMO and LUMO (alpha / beta)   8.4 / 8.4 eV
Total charge   +1
ΔE to the lowest compared entry with this formula, charge and spin   361.1 kJ/mol
Lowest unoccupied orbital energy (alpha / beta)   -4.34 / -4.34 eV

Last column: Löwdin charge in e.
Cartesian coordinates (Å):
C (0.6494, -0.1386, 1.2283)  -0.220
C (-0.5408, 0.6912, -1.7732)  -1.104
N (0.1212, 0.0628, 2.4215)  0.153
N (0.3625, -1.1422, -0.9844)  -0.005
N (0.1307, -1.0335, 0.3827)  -0.087
S (-0.6316, 1.6896, -0.5522)  0.809
S (-0.8052, 0.4879, -3.3928)  0.890
H (1.6448, 0.2247, 1.0093)  0.155
H (0.2241, 0.8914, 2.8916)  0.089
H (-0.4160, -0.6749, 2.9241)  0.164
H (1.3870, -1.1561, -1.1609)  0.085
H (-0.6955, -1.5638, 0.4991)  0.147
H (-1.4306, 1.6614, -3.4932)  -0.077

=====

[5]
Entry from OMol25: an isolated molecule of C7H11NO4S (ωB97M-V/def2-TZVPD).

Gap between HOMO and LUMO   8.2 eV
ΔE to the lowest compared entry with this formula, charge and spin   469.7 kJ/mol
Lowest unoccupied orbital energy   0.09 eV

Last column: Löwdin charge in e.
Cartesian coordinates (Å):
C (2.3330, 0.5207, -0.2794)  -0.131
C (1.5940, 1.7524, -0.2555)  -0.091
C (1.8784, -0.7079, -0.3637)  -0.055
C (0.2623, 1.7647, -0.0238)  -0.070
C (0.3813, -1.0725, -0.3487)  -0.374
C (-0.2736, -0.3117, 0.6946)  -0.429
C (0.2624, -2.5305, -0.1023)  -0.057
N (-0.7185, 2.7269, -0.1312)  0.100
O (-2.7662, -1.3403, 0.3437)  -0.244
O (-2.3343, 0.6827, 1.6832)  -0.261
O (-2.2153, 0.6125, -0.8498)  -0.158
O (0.0418, -0.6345, 2.0028)  0.024
S (-1.9678, -0.2000, 0.5926)  0.695
H (3.3705, 0.6092, -0.2739)  0.085
H (2.0146, 2.7421, -0.5459)  0.118
H (2.5728, -1.5167, -0.4917)  0.102
H (-0.0601, -0.6404, -1.2397)  0.150
H (0.5505, -2.8376, 0.9026)  0.095
H (0.9992, -3.0648, -0.8525)  0.126
H (-0.7416, -2.8718, -0.3462)  0.074
H (-1.5140, 2.4082, -0.5295)  0.013
H (-0.4281, 3.5138, -0.6359)  0.083
H (-2.7774, 0.3154, -1.4930)  0.045
H (-0.4639, 0.0802, 2.5434)  0.159

=====

[6]
Entry from OMol25: a cluster of 2 separate species, C4H13N3 in total (ωB97M-V/def2-TZVPD).

Gap between HOMO and LUMO   9.8 eV
ΔE to the lowest compared entry with this formula, charge and spin   20.1 kJ/mol
Lowest unoccupied orbital energy   0.75 eV

Last column: Löwdin charge in e.
Cartesian coordinates (Å):
N (-0.4927, 0.0245, 3.9167)  0.083
C (-0.0100, 0.1260, 2.7381)  -0.635
N (0.0662, 1.3101, 1.9937)  0.102
N (0.4571, -0.9987, 2.0761)  0.106
H (-1.1598, 0.7601, 4.1307)  0.031
H (-0.0232, 2.1085, 2.6056)  0.089
H (0.9076, 1.3823, 1.4385)  0.078
H (1.3855, -0.9054, 1.6836)  0.088
H (0.3501, -1.7980, 2.6844)  0.088
C (-0.0551, 0.6854, -1.1490)  -0.140
C (-0.6843, -0.0119, -2.3670)  -0.313
C (0.1829, -1.1513, -2.8940)  -0.135
H (-0.4520, 0.2120, -0.2539)  0.037
H (-0.2159, 1.7569, -1.0812)  0.064
H (1.0174, 0.4646, -1.1085)  0.064
H (-0.7525, 0.7301, -3.1690)  0.094
H (-1.6893, -0.3592, -2.1403)  0.097
H (-0.3042, -1.6344, -3.7413)  0.064
H (1.1498, -0.7797, -3.2300)  0.068
H (0.3222, -1.9219, -2.1331)  0.070

=====

- ΔE to the lowest compared entry with this formula, charge and spin of number 2 (C3H11N3)?
  540.3 kJ/mol

=====

- Number 3 is which compound?
  C46H58CaClNO3PSi